Formula: C28H60O8
Source: the OMol25 dataset
Level of theory: the ωB97M-V functional and the def2-TZVPD basis

Calculated values
Lowest unoccupied orbital energy = 0.508 eV
Energy above the lowest of the compared OMol25 structures with the same formula, charge and spin = 22.4 kcal/mol
SMILES = C1CCOC1.C1CCOC1.C1CCOC1.C1CCOC1.C1CCOC1.C1CCOC1.CCO.CCO

Each line ends with the Löwdin charge.
Positions of all 96 atoms, in Å:
C -2.012 -21.204 -13.424  -0.16
C -3.529 -21.022 -13.252  -0.15
C -4.128 -21.275 -14.680  -0.20
O -3.041 -21.694 -15.456  -0.13
C -1.852 -21.127 -14.945  -0.21
H -1.638 -22.160 -13.058  0.10
H -1.528 -20.417 -12.847  0.10
H -3.698 -20.010 -12.880  0.10
H -4.006 -21.690 -12.536  0.10
H -4.665 -20.393 -15.037  0.11
H -4.802 -22.127 -14.583  0.11
H -1.773 -20.101 -15.338  0.12
H -0.973 -21.613 -15.366  0.11
C 3.588 -18.905 -9.450  -0.17
C 3.038 -18.417 -8.117  -0.16
C 4.225 -18.621 -7.175  -0.22
O 5.377 -18.413 -7.975  -0.15
C 5.110 -18.690 -9.361  -0.18
H 3.181 -18.316 -10.273  0.10
H 3.372 -19.956 -9.651  0.10
H 2.168 -18.986 -7.793  0.11
H 2.827 -17.349 -8.104  0.11
H 4.201 -19.601 -6.689  0.12
H 4.246 -17.836 -6.418  0.12
H 5.754 -19.499 -9.701  0.11
H 5.324 -17.760 -9.893  0.10
C 1.148 -19.642 -14.421  -0.16
C 1.429 -20.959 -13.693  -0.15
C 2.965 -20.911 -13.470  -0.18
O 3.436 -19.712 -14.074  -0.17
C 2.355 -18.793 -14.061  -0.19
H 0.183 -19.190 -14.185  0.10
H 1.128 -19.768 -15.509  0.11
H 1.211 -21.801 -14.347  0.10
H 0.929 -21.076 -12.735  0.10
H 3.435 -21.755 -13.972  0.11
H 3.223 -20.902 -12.407  0.11
H 2.592 -17.940 -14.693  0.10
H 2.241 -18.428 -13.026  0.13
C 1.176 -25.852 -11.011  -0.17
C 2.340 -25.524 -11.934  -0.17
C 1.654 -24.806 -13.086  -0.19
O 0.610 -24.037 -12.455  -0.17
C 0.201 -24.683 -11.247  -0.20
H 1.390 -25.940 -9.944  0.11
H 0.685 -26.796 -11.259  0.11
H 2.837 -26.431 -12.277  0.11
H 3.039 -24.834 -11.461  0.11
H 1.136 -25.480 -13.769  0.12
H 2.378 -24.138 -13.548  0.11
H -0.820 -25.065 -11.308  0.11
H 0.284 -23.895 -10.494  0.12
C 6.706 -16.910 -12.638  -0.19
C 6.812 -16.100 -13.914  -0.17
C 5.783 -16.835 -14.720  -0.22
O 5.979 -18.229 -14.456  -0.15
C 6.541 -18.326 -13.127  -0.19
H 5.887 -16.484 -12.056  0.11
H 7.618 -16.894 -12.031  0.12
H 7.795 -16.285 -14.358  0.12
H 6.600 -15.040 -13.792  0.11
H 5.862 -16.580 -15.780  0.12
H 4.766 -16.580 -14.385  0.12
H 7.414 -18.969 -13.243  0.12
H 5.829 -18.779 -12.421  0.10
C 1.600 -14.389 -16.995  -0.16
C 1.789 -13.496 -15.748  -0.14
C 1.060 -14.372 -14.730  -0.22
O 1.450 -15.697 -15.024  -0.17
C 1.629 -15.841 -16.424  -0.20
H 2.354 -14.317 -17.780  0.10
H 0.669 -14.159 -17.516  0.10
H 1.196 -12.591 -15.864  0.11
H 2.835 -13.399 -15.478  0.11
H -0.035 -14.360 -14.780  0.12
H 1.403 -14.127 -13.721  0.12
H 0.963 -16.586 -16.866  0.12
H 2.633 -16.233 -16.632  0.11
C 3.453 -21.256 -17.967  -0.08
C 4.049 -19.869 -17.994  -0.31
O 4.695 -19.609 -16.750  -0.09
H 4.215 -22.018 -17.781  0.06
H 2.884 -21.624 -18.825  0.07
H 2.756 -21.360 -17.127  0.06
H 3.290 -19.094 -18.142  0.10
H 4.798 -19.717 -18.769  0.11
H 4.022 -19.465 -16.070  0.05
C 8.241 -22.522 -15.209  -0.09
C 6.734 -22.370 -15.366  -0.32
O 6.257 -21.217 -14.682  -0.08
H 8.502 -22.579 -14.154  0.07
H 8.764 -21.717 -15.722  0.07
H 8.549 -23.467 -15.672  0.07
H 6.237 -23.254 -14.936  0.11
H 6.386 -22.389 -16.399  0.10
H 6.291 -21.433 -13.745  0.08